# 1
49
Properties=species:S:1:pos:R:3:nbo_charge:R:1 method="wB97M-V/def2-TZVPD" total_charge=+1 multiplicity=6 e_homo_ev="-4.12 / -10.56" lumo_ev="-1.90 / -2.03"
Fe 20.1535 -8.3353 -20.1990 1.522
C 19.9280 -6.9991 -17.5098 0.658
O 19.3820 -7.6013 -18.3977 -0.768
N 21.2402 -7.0385 -17.2883 -0.891
N 19.2711 -6.3106 -16.5822 -0.856
H 21.7764 -7.7493 -17.7652 0.383
H 21.5083 -6.7904 -16.3467 0.374
H 18.2664 -6.3299 -16.6831 0.389
H 19.6209 -5.6575 -15.8957 0.409
C 21.1371 -10.8954 -18.7357 0.721
O 21.1486 -9.8677 -19.4177 -0.801
N 21.3654 -12.0923 -19.1121 -0.789
N 20.9122 -10.8524 -17.4355 -0.878
H 21.0828 -12.7685 -18.4172 0.389
H 21.3774 -12.3014 -20.1001 0.417
H 21.0738 -11.6174 -16.7962 0.381
H 20.9206 -9.9599 -16.9627 0.382
C 21.4579 -5.3971 -20.8943 0.770
O 21.1014 -6.5501 -20.9476 -0.777
N 22.6880 -5.0231 -20.6704 -0.820
N 20.6579 -4.3919 -21.0644 -0.812
H 23.2590 -5.8559 -20.6503 0.420
H 22.9124 -4.0423 -20.7591 0.402
H 21.0572 -3.4750 -20.9232 0.394
H 19.7359 -4.6476 -21.3881 0.420
C 17.6924 -10.6440 -19.2028 0.751
O 18.5489 -10.1556 -19.9817 -0.748
N 17.7830 -11.7890 -18.6723 -0.793
N 16.5413 -10.1250 -18.8650 -0.825
H 16.9834 -12.2028 -18.2146 0.392
H 18.6254 -12.3175 -18.8484 0.397
H 15.7741 -10.7054 -18.5575 0.386
H 16.2738 -9.3237 -19.4186 0.398
C 17.0453 -6.9978 -20.9605 0.732
O 18.1952 -7.3102 -20.9487 -0.727
N 16.4240 -6.6628 -22.0132 -0.808
N 16.3105 -6.9271 -19.9168 -0.833
H 15.4628 -6.3699 -21.9116 0.379
H 16.7633 -6.5865 -22.9614 0.412
H 16.7380 -7.0912 -19.0165 0.423
H 15.3895 -6.5314 -20.0401 0.386
C 19.7895 -9.2096 -23.1860 0.783
O 19.9143 -9.1454 -22.0010 -0.747
N 18.6666 -9.0956 -23.8475 -0.822
N 20.7444 -9.5024 -23.9741 -0.788
H 18.5801 -9.3638 -24.8174 0.399
H 17.8840 -8.7692 -23.2988 0.410
H 21.6916 -9.6050 -23.6388 0.414
H 20.5793 -9.6035 -24.9654 0.389

=====

# 2
37
Properties=species:S:1:pos:R:3:nbo_charge:R:1 method="wB97M-V/def2-TZVPD" total_charge=+2 multiplicity=1 e_homo_ev=-18.11 lumo_ev=-5.91
Mg 22.2120 -26.1480 -3.5750 1.801
C 24.8760 -25.4740 -4.8250 -0.262
O 23.5600 -25.7690 -5.0830 -0.825
H 25.2840 -24.8390 -5.6620 0.213
H 25.4340 -26.3940 -4.8010 0.192
H 25.0410 -24.9240 -3.9260 0.184
H 23.4520 -25.7360 -6.0980 0.532
C 20.9870 -26.4530 -0.7170 -0.273
O 20.7630 -26.5460 -2.1100 -0.819
H 20.8300 -25.4400 -0.3480 0.188
H 21.9640 -26.7020 -0.3780 0.191
H 20.2490 -27.0530 -0.1860 0.216
H 19.7860 -26.7870 -2.1510 0.527
C 21.0160 -24.7400 -5.8360 -0.281
O 20.6810 -25.3420 -4.5610 -0.832
H 21.0670 -25.5820 -6.5460 0.183
H 21.9040 -24.1330 -5.9130 0.214
H 20.1670 -24.1770 -6.1680 0.223
H 19.7150 -25.3280 -4.5400 0.528
C 22.3140 -28.4650 -5.5210 -0.267
O 21.8960 -28.1910 -4.2020 -0.812
H 23.3890 -28.7790 -5.4540 0.192
H 22.1620 -27.6710 -6.2340 0.176
H 21.8190 -29.3720 -5.8390 0.216
H 21.3460 -28.9520 -3.9400 0.527
C 21.5530 -23.5380 -2.0920 -0.271
O 22.5930 -24.2070 -2.7870 -0.816
H 20.5620 -23.9840 -2.2610 0.202
H 21.5220 -22.5190 -2.4690 0.208
H 21.7580 -23.4420 -1.0570 0.197
H 23.3940 -23.7190 -2.5900 0.514
C 24.6410 -27.7570 -2.3980 -0.276
O 23.6970 -26.7800 -2.4170 -0.807
H 24.5790 -28.3790 -3.3190 0.197
H 24.5610 -28.4780 -1.5690 0.211
H 25.6390 -27.3690 -2.4510 0.198
H 23.8890 -26.2520 -1.6200 0.512

=====

# 3
42
Properties=species:S:1:pos:R:3:nbo_charge:R:1 method="wB97M-V/def2-TZVPD" multiplicity=1 e_homo_ev=-9.86 lumo_ev=0.37
C -7.9861 -33.8819 -23.4636 -0.091
C -7.5614 -33.3850 -24.8283 -0.084
O -6.1840 -33.1824 -24.8716 -0.741
O -7.2153 -34.9394 -22.8670 -0.711
H -9.0322 -34.1640 -23.3447 0.196
H -7.9403 -32.9686 -22.8703 0.158
H -7.9296 -32.3714 -24.9870 0.164
H -7.8652 -33.9764 -25.6921 0.157
H -5.8774 -32.9519 -25.7516 0.478
H -6.2825 -34.7417 -22.9785 0.475
C -9.8267 -32.3179 -15.6489 -0.096
C -10.4349 -32.2066 -14.2459 -0.084
O -10.1604 -33.2647 -13.4092 -0.706
O -10.5525 -33.3044 -16.4119 -0.720
H -8.7457 -32.4011 -15.7615 0.184
H -10.0085 -31.3447 -16.1048 0.179
H -11.5226 -32.1583 -14.2971 0.161
H -10.1599 -31.2241 -13.8623 0.148
H -10.6846 -33.0447 -12.6356 0.466
H -10.2405 -34.1630 -16.1167 0.469
C -8.3126 -26.5534 -23.1669 0.735
O -8.2222 -27.4122 -22.2659 -0.709
N -7.3577 -25.7066 -23.3158 -0.803
N -9.2952 -26.4587 -23.9627 -0.812
H -6.7640 -25.6058 -22.5049 0.410
H -7.6306 -24.8695 -23.8106 0.368
H -9.3342 -25.9039 -24.8057 0.396
H -9.9248 -27.2333 -23.8084 0.416
C 1.1899 -29.3712 -17.7660 0.759
O 0.9400 -30.4203 -17.1874 -0.660
N 0.4226 -28.7454 -18.5818 -0.805
N 2.3538 -28.6782 -17.6094 -0.870
H 0.8171 -28.0113 -19.1523 0.380
H -0.4313 -29.1613 -18.9252 0.406
H 2.9157 -29.0038 -16.8360 0.400
H 2.7671 -27.9333 -18.1521 0.390
O -4.7781 -30.7571 -20.1680 -0.943
H -4.5777 -31.1928 -20.9964 0.468
H -5.4651 -30.1279 -20.3879 0.475
O -3.4787 -33.4308 -16.7908 -0.941
H -3.6574 -33.0021 -17.6278 0.471
H -2.6981 -32.9889 -16.4567 0.470

=====

# 4
36
Properties=species:S:1:pos:R:3:nbo_charge:R:1 method="wB97M-V/def2-TZVPD" multiplicity=1 e_homo_ev=-9.79 lumo_ev=0.52
C -3.5495 0.2464 -1.6676 -0.281
O -4.2583 -0.3817 -0.5641 -0.728
H -3.3503 1.2675 -1.3422 0.178
H -2.7638 -0.3956 -2.0659 0.190
H -4.1334 0.2200 -2.5876 0.180
H -3.5310 -0.4333 0.0604 0.461
C 2.8789 2.7003 -0.6122 -0.261
O 3.6599 2.1773 0.4260 -0.752
H 2.1270 1.9673 -0.9046 0.192
H 2.3682 3.5254 -0.1158 0.175
H 3.5376 2.8184 -1.4726 0.179
H 4.4473 2.7198 0.5106 0.475
C -3.5686 -3.2698 0.0266 -0.243
O -2.4943 -2.5461 0.4541 -0.746
H -3.3350 -4.3345 0.0223 0.163
H -4.4103 -3.1459 0.7081 0.163
H -3.9872 -2.9257 -0.9192 0.206
H -2.0610 -3.0225 1.1662 0.485
C -0.3837 0.2997 0.4401 -0.246
O -0.6780 -0.7847 -0.3375 -0.769
H 0.5919 0.6955 0.1581 0.175
H -1.1566 1.0683 0.4329 0.151
H -0.2648 -0.0964 1.4486 0.173
H -1.3562 -1.3189 0.0824 0.504
C 2.3768 0.8208 3.5482 -0.246
O 2.3799 0.2479 2.2809 -0.738
H 3.2800 0.5021 4.0685 0.158
H 2.3047 1.9083 3.5653 0.162
H 1.5631 0.4842 4.1907 0.163
H 2.6425 0.9399 1.6695 0.493
C 2.1914 -0.3753 -2.2319 -0.253
O 0.8777 0.1107 -2.4435 -0.752
H 2.3410 -1.4326 -2.4507 0.165
H 3.0102 0.1984 -2.6660 0.172
H 2.3679 -0.2539 -1.1632 0.157
H 0.3362 -0.2013 -1.7148 0.495

=====

# 5
36
Properties=species:S:1:pos:R:3:nbo_charge:R:1 method="wB97M-V/def2-TZVPD" multiplicity=1 e_homo_ev=-10.06 lumo_ev=0.04
O -1.6585 1.7919 0.2092 -0.942
H -0.7874 1.5262 0.5037 0.466
H -1.5677 1.9052 -0.7369 0.476
O 0.0732 -0.3580 -1.2311 -0.959
H 0.7255 -0.0147 -0.6205 0.476
H -0.3359 -1.0850 -0.7616 0.495
O 0.0968 -0.7464 -4.0428 -0.962
H 0.1980 -0.6428 -3.0966 0.490
H 0.0744 0.1487 -4.3812 0.459
O 1.2578 0.6560 2.1424 -0.953
H 0.9863 0.8165 3.0461 0.480
H 2.1415 0.2960 2.2176 0.477
C 2.2749 2.9779 -0.2877 -0.626
C 2.0393 4.0044 0.8552 0.096
C 3.1253 5.0623 1.0673 -0.632
O 0.7700 4.5774 0.5028 -0.726
H 3.3487 2.8341 -0.4072 0.197
H 1.8730 3.3606 -1.2258 0.225
H 1.8106 2.0345 -0.0004 0.196
H 1.8276 3.4316 1.7581 0.155
H 4.1107 4.5964 1.0614 0.207
H 3.0152 5.5791 2.0206 0.214
H 3.0844 5.8057 0.2712 0.220
H 0.1944 4.1416 1.1355 0.470
C -1.7598 -4.5699 1.1016 -0.630
C -2.1314 -4.6163 -0.3322 0.074
C -3.5763 -4.2681 -0.4559 -0.618
O -1.5026 -3.5844 -1.0997 -0.740
H -1.9193 -3.5847 1.5397 0.216
H -0.7389 -4.8576 1.3529 0.209
H -2.4609 -5.2210 1.6237 0.213
H -1.9122 -5.5249 -0.8931 0.169
H -3.7888 -3.3814 0.1414 0.210
H -4.2684 -4.9698 0.0097 0.205
H -3.9089 -4.1686 -1.4891 0.224
H -0.7108 -3.9527 -1.4985 0.470

=====

# 6
36
Properties=species:S:1:pos:R:3:nbo_charge:R:1 method="wB97M-V/def2-TZVPD" multiplicity=1 e_homo_ev=-10.24 lumo_ev=0.36
C -4.1958 5.4210 5.3474 -0.248
O -3.0313 5.4297 4.5489 -0.711
H -4.1131 4.5387 5.9819 0.160
H -4.2778 6.3088 5.9745 0.181
H -5.0965 5.3530 4.7373 0.158
H -3.0378 4.5368 4.1962 0.461
C 7.2146 4.8184 0.6190 -0.239
O 7.8586 4.2488 -0.4713 -0.726
H 7.6078 5.8187 0.8002 0.170
H 6.1570 4.9182 0.3750 0.161
H 7.3711 4.1350 1.4536 0.168
H 7.2035 3.9644 -1.1128 0.467
C -0.9385 -1.1907 -6.4833 -0.253
O -1.1957 -0.7601 -5.1446 -0.722
H -1.2298 -0.3946 -7.1685 0.190
H 0.0582 -1.6317 -6.4980 0.169
H -1.6006 -2.0142 -6.7507 0.154
H -1.0024 -1.5159 -4.5850 0.461
C 0.9192 1.0619 1.2644 -0.246
O -0.0887 0.7946 2.2055 -0.723
H 1.0095 0.2265 0.5701 0.166
H 0.7490 2.0291 0.7916 0.169
H 1.8930 1.0855 1.7535 0.165
H -0.5571 0.0208 1.8837 0.469
C 2.0964 -6.1341 -2.8495 -0.257
O 1.2725 -5.2115 -2.1402 -0.708
H 1.4971 -6.7525 -3.5177 0.158
H 2.8520 -5.5850 -3.4114 0.183
H 2.6201 -6.8914 -2.2662 0.163
H 0.7922 -5.7933 -1.5465 0.461
C -4.8482 -3.5509 2.2589 -0.247
O -4.1337 -3.0603 1.1172 -0.734
H -4.6798 -4.6085 2.4616 0.162
H -4.6011 -3.0373 3.1880 0.181
H -5.9217 -3.4217 2.1209 0.165
H -4.6222 -3.1564 0.2964 0.473

=====

Number 1: total energy -71162.1394 eV. Number 2: total energy -24327.3459 eV. Number 3: total energy -28950.6099 eV. Number 4: total energy -18892.6862 eV. Number 5: total energy -18895.6983 eV. Number 6: total energy -18892.3306 eV.